No. 1
DFT (ωB97M-V/def2-TZVPD) results for C18H22N9ORbS as an isolated structure.

## Properties
E_HOMO   -1.297 eV
HOMO-LUMO gap   5.5583 eV
E   -45969.904 eV
Energy above the lowest of the compared OMol25 structures with the same formula, charge and spin   0.3053 eV
Max |F|   0.0065 hartree/bohr
Charge   -2

Geometry (Å):
Rb: -0.87 -1.14 -0.70
N: -3.81 0.86 1.20
C: -3.53 -0.50 1.19
S: -4.62 -1.50 0.31
N: -2.43 -0.80 1.84
N: -2.16 -2.16 1.87
C: -0.94 -2.48 2.11
C: 0.24 -1.64 2.40
C: 0.29 -0.75 3.46
C: 1.45 -0.07 3.80
C: 2.59 -0.29 3.03
C: 2.57 -1.15 1.95
C: 1.39 -1.84 1.57
O: 1.34 -2.58 0.51
H: -4.35 1.14 0.40
H: -2.99 1.43 1.35
H: -0.77 -3.56 2.08
H: -0.62 -0.60 4.03
H: 1.46 0.62 4.63
H: 3.51 0.24 3.27
H: 3.46 -1.30 1.34
C: 3.65 2.09 -1.04
N: 2.41 2.55 -1.62
C: 2.22 1.95 -2.94
C: 1.29 2.21 -0.73
C: -0.05 2.73 -1.22
C: -0.27 4.10 -1.13
C: -1.47 4.65 -1.55
C: -2.45 3.80 -2.05
C: -2.21 2.43 -2.13
C: -1.00 1.82 -1.72
H: 4.49 2.36 -1.69
H: 3.67 0.99 -0.90
H: 3.80 2.55 -0.07
H: 3.03 2.28 -3.60
H: 1.27 2.27 -3.35
H: 2.22 0.85 -2.90
H: 1.53 2.64 0.25
H: 1.22 1.12 -0.60
H: 0.51 4.75 -0.73
H: -1.65 5.72 -1.47
H: -3.41 4.21 -2.37
H: -3.01 1.81 -2.52
N: 0.87 -5.15 -0.14
N: -0.36 -4.83 -0.69
N: -1.49 -4.92 -0.01
C: -2.37 -4.47 -0.90
N: -1.77 -4.10 -2.05
N: -0.49 -4.35 -1.89
H: 0.65 -5.42 0.81
H: 1.35 -4.23 -0.03
H: -3.41 -4.34 -0.68

---

No. 2
DFT (ωB97M-V/def2-TZVPD) results for C2H20O9Sr as an isolated structure at a distorted geometry.

## Properties
E_HOMO   -15.783 eV
HOMO-LUMO gap   9.6706 eV
E   -21650.690 eV
Energy above the lowest of the compared OMol25 structures with the same formula, charge and spin   1.4232 eV
Max |F|   0.0559 hartree/bohr
Charge   +2

Geometry (Å):
Sr: -0.16 0.32 -1.12
O: 0.22 1.40 -3.36
H: -0.32 1.30 -4.14
H: 0.65 2.25 -3.46
O: 1.29 1.69 0.19
H: 1.32 2.50 0.69
H: 2.05 1.19 0.49
O: -0.69 2.96 -1.36
H: 0.16 3.36 -1.53
H: -1.16 3.60 -0.83
O: -0.30 -2.65 -0.86
H: 0.34 -3.33 -1.05
H: -1.12 -3.13 -0.71
O: -1.88 1.07 0.63
H: -1.87 1.13 1.59
H: -2.77 1.30 0.39
O: 1.69 -0.75 -2.43
H: 2.24 -1.33 -1.90
H: 2.21 -0.57 -3.21
O: -2.16 -0.30 -2.23
H: -2.86 -0.91 -1.99
H: -2.39 0.00 -3.10
C: 0.61 -1.61 2.20
C: 0.30 -0.74 3.48
O: -0.31 -1.52 4.51
O: 1.09 -0.71 1.20
H: -0.35 -1.99 1.85
H: 1.35 -2.41 2.26
H: -0.42 0.04 3.26
H: 1.34 -0.58 3.78
H: -0.11 -1.08 5.34
H: 2.01 -0.51 1.41

---

No. 3
DFT (ωB97M-V/def2-TZVPD) results for a 17-piece molecular cluster, C4H32BO24 overall at a distorted geometry.

## Properties
E_HOMO   -8.360 eV
HOMO-LUMO gap   10.0674 eV
E   -54492.777 eV
Energy above the lowest of the compared OMol25 structures with the same formula, charge and spin   2.0240 eV
Max |F|   0.1204 hartree/bohr
Charge   -1

Geometry (Å):
O: 2.59 1.88 2.12
C: 1.54 1.43 1.59
O: 1.40 0.93 0.38
B: 0.06 0.35 0.33
O: -0.62 0.73 1.56
C: 0.14 1.50 2.27
O: -0.17 2.02 3.36
O: 0.12 -1.15 0.13
C: -0.30 -1.46 -1.00
O: -0.18 -2.60 -1.54
C: -0.81 -0.12 -1.71
O: -0.70 0.81 -0.84
O: -1.34 -0.09 -2.80
O: 3.68 -1.91 0.01
H: 3.29 -1.09 -0.26
H: 4.05 -2.28 -0.79
O: 0.46 1.79 6.41
H: 0.01 2.62 6.56
H: 1.20 2.01 5.85
O: -0.55 -5.26 -0.26
H: -0.88 -5.26 -1.15
H: 0.23 -4.70 -0.29
O: -3.79 1.12 -3.07
H: -2.93 0.72 -2.99
H: -3.99 1.08 -4.00
O: -1.97 -1.59 3.18
H: -2.26 -1.12 2.40
H: -2.72 -2.12 3.43
O: -1.31 1.51 -5.54
H: -1.35 2.23 -4.91
H: -2.12 1.02 -5.40
O: 0.96 4.71 3.92
H: 0.43 5.21 3.30
H: 0.43 3.93 4.10
O: 2.47 -3.24 -2.66
H: 3.15 -3.76 -2.22
H: 1.89 -2.96 -1.95
O: -1.00 -4.90 -2.94
H: -0.93 -3.95 -2.89
H: -0.46 -5.14 -3.69
O: 1.97 4.90 1.12
H: 2.05 4.05 0.68
H: 1.85 4.68 2.04
O: -3.67 2.59 -0.78
H: -4.17 2.54 -1.59
H: -2.77 2.40 -1.04
O: 2.85 2.67 4.94
H: 2.88 2.21 4.10
H: 3.46 3.40 4.83
O: 0.74 -0.34 -4.60
H: 0.02 -0.31 -5.23
H: 0.60 0.42 -4.04
O: -3.19 -3.44 -0.26
H: -2.34 -3.81 -0.03
H: -3.82 -4.00 0.19
O: 1.48 2.13 -2.80
H: 1.00 2.19 -1.97
H: 1.99 1.32 -2.72
O: 0.67 -2.46 3.17
H: -0.23 -2.24 3.41
H: 0.92 -1.79 2.54